(1)
20
Properties=species:S:1:pos:R:3:forces:R:3:lowdin_charge:R:1 method="wB97M-V/def2-TZVPD" smiles="CC(C)(C)N.C=S" relative_energy_kcal_mol=48.2 e_tot_ha=-651.1672
C 1.793006 0.520989 -1.081499 -3.44 0.56 -1.05 -0.04
C 0.885354 0.212230 0.138327 1.78 0.91 -0.18 -0.73
C 1.744681 -0.499743 1.111488 1.37 -1.55 3.45 -0.11
C -0.373463 -0.573080 -0.131047 -1.47 3.47 0.06 -0.05
N 0.523260 1.463204 0.754094 -1.95 0.90 0.28 0.04
H 1.930609 -0.421565 -1.557170 0.52 -0.76 -0.57 0.06
H 1.058111 1.094213 -1.780706 1.85 -0.43 0.88 0.12
H 2.753346 0.985071 -0.883358 -0.21 0.31 0.15 0.07
H 1.215207 -0.937227 2.040030 0.19 1.15 -1.16 0.10
H 2.526065 0.211290 1.532610 -0.74 -0.98 -0.63 0.10
H 2.229919 -1.425171 0.799071 0.30 0.14 -0.71 0.07
H -0.283626 -1.450408 -0.655124 0.42 -1.99 -1.51 0.06
H -0.701241 -0.804720 0.836427 -0.73 -0.77 1.56 0.05
H -1.229118 0.093230 -0.490051 1.40 -0.89 -0.18 0.05
H 0.065040 1.341811 1.653317 0.10 -0.05 -0.20 0.08
H 1.199274 2.192693 0.848677 0.69 -0.07 -0.20 0.07
C -4.593334 -0.454341 -0.692604 -0.40 -1.39 0.92 -0.60
S -3.858885 0.866887 -0.175704 -0.35 0.33 -0.08 0.62
H -3.960242 -1.201397 -1.242665 -1.10 0.55 0.21 0.01
H -5.640947 -0.772620 -0.304731 1.76 0.56 -1.04 0.04

(2)
20
Properties=species:S:1:pos:R:3:forces:R:3:lowdin_charge:R:1 method="wB97M-V/def2-TZVPD" smiles=CN[C@H](C)CCS relative_energy_kcal_mol=18.2 e_tot_ha=-651.2150
C 2.144337 -0.949981 -0.125500 -0.42 0.50 0.11 -0.13
N 0.788776 -1.403251 -0.030385 -0.72 -0.79 0.90 -0.12
C -0.314954 -0.590947 0.438483 -0.07 0.14 -1.04 -0.41
C -1.599447 -1.411506 0.423846 -0.07 0.18 0.42 -0.07
C -0.529844 0.616181 -0.525752 0.23 -0.29 0.48 -0.24
C 0.180622 1.877419 -0.099197 0.07 1.80 -1.15 -0.57
S -0.728476 3.136171 0.917687 -0.04 -1.06 -0.03 0.66
H 2.297477 -0.176721 -0.895992 0.19 -0.20 -0.14 0.07
H 2.809972 -1.796557 -0.279881 0.04 0.08 -0.16 0.08
H 2.423787 -0.476873 0.822390 0.07 -0.10 0.04 0.08
H 0.445874 -2.165874 -0.586330 0.57 -0.03 -0.30 0.10
H -0.124803 -0.222140 1.451937 0.09 0.01 0.01 0.14
H -1.580325 -2.347729 0.982067 0.36 0.02 0.06 0.08
H -1.907657 -1.638921 -0.599034 -0.03 0.09 -0.02 0.08
H -2.343691 -0.775889 0.900150 -0.36 -0.11 -0.18 0.08
H -1.578978 0.820016 -0.753633 -0.10 0.06 0.39 0.10
H -0.124988 0.294555 -1.490392 0.15 0.08 0.03 0.12
H 0.369467 2.486954 -0.987146 0.07 -0.27 -0.19 0.05
H 1.176312 1.764195 0.300279 0.12 -0.43 0.58 0.05
H -1.803463 2.960900 0.136402 -0.16 0.33 0.19 -0.15

(3)
20
Properties=species:S:1:pos:R:3:forces:R:3:lowdin_charge:R:1 method="wB97M-V/def2-TZVPD" relative_energy_kcal_mol=123.9 e_tot_ha=-651.0465
C -1.002860 1.052884 -2.054630 0.65 1.57 0.33 -0.32
C -0.459368 1.876976 -0.910375 0.26 -0.38 1.12 -0.63
S 1.194055 1.211795 -0.550534 -0.65 -0.38 -0.45 0.65
C -1.207098 -0.358367 -1.579580 -3.16 -0.34 -1.32 -0.40
N -2.360616 -0.758823 -0.898272 0.98 1.12 -0.56 0.17
C 1.202267 -0.476418 2.389962 0.43 0.70 0.08 -0.22
C 1.676226 -1.731669 1.699702 0.80 -0.37 -0.18 -0.19
H -1.848877 1.539927 -2.549951 -0.28 -0.45 0.15 0.12
H -0.161440 1.064072 -2.755702 -0.35 -0.33 -0.33 0.09
H -0.965265 1.654444 0.046168 -0.50 0.20 -0.35 0.06
H -0.490430 2.962720 -1.022777 0.22 -0.07 -0.13 0.07
H -2.897817 0.080578 -0.640739 0.16 -0.05 0.34 0.05
H -0.378877 -0.637502 -0.861145 1.63 0.12 0.32 0.11
H -1.224904 -0.978605 -2.496097 1.11 -0.88 0.68 0.14
H 2.028972 0.243062 2.443581 0.00 -0.17 0.08 0.06
H 0.470948 0.066706 1.791930 -0.34 -0.24 0.25 0.00
H 0.873077 -0.625187 3.418998 -0.28 -0.15 -0.14 0.06
H 0.902468 -2.468298 1.482919 -0.12 0.11 0.05 0.06
H 2.457241 -2.234463 2.281137 -0.23 -0.03 0.14 0.06
H 2.192304 -1.483833 0.765410 -0.33 0.02 -0.07 0.05

(4)
20
Properties=species:S:1:pos:R:3:forces:R:3:lowdin_charge:R:1 method="wB97M-V/def2-TZVPD" smiles=CCCNCCS relative_energy_kcal_mol=28.6 e_tot_ha=-651.1983
C -0.125668 2.818691 1.100016 0.74 -1.40 0.22 -0.11
C 0.604751 1.500523 1.445395 -1.71 -0.55 0.79 -0.27
C -0.272235 0.240708 1.238931 0.84 -0.87 0.88 -0.27
N -0.442899 -0.056111 -0.181561 2.15 -0.06 -0.79 -0.07
C -0.698425 -1.342261 -0.868892 -1.02 -0.81 0.51 -0.30
C 0.443333 -1.776018 -1.816037 -0.35 0.70 -0.65 -0.57
S -0.050534 -3.176159 -2.935203 0.56 0.19 1.51 0.67
H -0.590330 2.653914 0.132148 0.13 0.58 -0.28 0.06
H -0.924331 3.025472 1.826318 0.46 0.17 -0.13 0.07
H 0.709894 3.516134 1.113705 -0.72 0.84 -0.25 0.06
H 1.551650 1.409799 0.903288 -0.05 -0.02 0.20 0.10
H 0.745844 1.451905 2.540987 0.64 0.37 -0.46 0.10
H -1.241389 0.438475 1.696987 -0.12 -0.13 0.04 0.10
H 0.261128 -0.528391 1.901554 -0.84 0.22 -1.14 0.12
H 0.491901 0.098402 -0.564217 -0.21 0.87 0.15 0.08
H -1.540478 -1.121328 -1.519335 -0.31 -0.47 -0.07 0.09
H -0.999533 -2.206574 -0.216763 0.34 0.84 -0.26 0.12
H 0.621484 -0.962906 -2.539959 -0.18 -0.09 0.22 0.06
H 1.413168 -1.889386 -1.323669 -0.21 -0.56 0.08 0.07
H 0.042671 -4.094890 -1.933695 -0.14 0.17 -0.58 -0.14

(5)
21
Properties=species:S:1:pos:R:3:forces:R:3:lowdin_charge:R:1 method="wB97M-V/def2-TZVPD" smiles=CCCSSCCN relative_energy_kcal_mol=18.4 e_tot_ha=-1049.4075
C 0.221762 3.250067 0.315845 0.09 0.31 -2.30 -0.12
C 1.583376 2.698534 0.709594 0.84 0.14 0.01 -0.36
C 1.657373 1.212525 0.986800 -0.46 -0.25 0.86 -0.57
S 1.821664 0.337902 -0.606099 -0.96 -0.30 0.21 0.49
S 0.989966 -1.535114 -0.370176 0.41 -0.23 0.36 0.47
C -0.873979 -1.559560 -0.426792 1.27 1.77 0.10 -0.50
C -1.242129 -2.807107 -1.158178 -0.72 -2.12 0.27 -0.37
N -2.332216 -3.541334 -0.465967 -0.37 0.97 -0.13 -0.03
H -0.029521 4.125601 0.899691 -0.47 -0.13 0.22 0.07
H -0.590705 2.541103 0.140633 0.00 -0.29 1.17 0.07
H 0.250065 3.584758 -0.743463 0.38 0.36 0.51 0.08
H 1.939341 3.224540 1.604113 -0.06 -0.12 -0.10 0.11
H 2.353022 2.893616 -0.061225 -0.38 0.28 0.22 0.09
H 2.478178 0.993494 1.674804 0.19 -0.14 -0.39 0.07
H 0.756321 0.922130 1.541269 0.03 -0.27 -0.44 0.08
H -1.267058 -1.507893 0.589106 0.06 -0.27 -0.03 0.07
H -1.085629 -0.590493 -0.885461 -0.54 -0.34 -0.29 0.06
H -1.543818 -2.674712 -2.196960 0.04 0.39 0.06 0.11
H -0.399280 -3.509059 -1.179052 0.42 0.45 -0.19 0.07
H -2.527237 -4.434417 -0.900553 0.16 0.06 0.26 0.06
H -2.159494 -3.624591 0.532062 0.06 -0.27 -0.37 0.06

(6)
21
Properties=species:S:1:pos:R:3:forces:R:3:lowdin_charge:R:1 method="wB97M-V/def2-TZVPD" smiles=CN[C@H](CS)CCS relative_energy_kcal_mol=78.6 e_tot_ha=-1049.3115
C 0.946446 -2.358345 0.117088 -0.77 -2.90 -0.22 -0.18
N 0.848116 -1.161131 -0.721544 -0.10 0.07 0.93 -0.12
C -0.382831 -0.364918 -0.701095 -1.14 -0.50 -0.36 -0.47
C -0.362628 0.702300 -1.766724 1.36 -1.03 0.32 -0.59
S -1.900103 1.472185 -2.205715 -1.91 1.00 0.94 0.69
C -0.849697 0.310983 0.594481 2.90 -5.05 1.10 -0.29
C 0.027572 1.292610 1.220664 0.21 3.59 -0.27 -0.64
S 1.706568 0.821313 1.710101 0.28 1.69 2.34 0.64
H 1.465024 -2.367979 1.223541 -1.65 0.66 -2.49 0.09
H -0.240868 -2.806681 0.135156 3.62 0.89 0.28 0.14
H 1.657432 -3.116672 -0.507042 -1.90 1.44 1.54 0.10
H 1.711023 -0.653676 -0.649755 0.14 0.66 -0.12 0.07
H -1.155899 -0.994747 -1.089476 -0.70 -1.14 0.51 0.12
H 0.061430 0.213267 -2.698556 -0.34 1.21 0.94 0.11
H 0.265839 1.330879 -1.178020 1.18 1.70 -1.29 0.04
H -2.566208 1.983624 -0.986034 1.68 -1.06 -1.83 -0.06
H -0.790825 -0.503651 1.397255 -0.82 0.48 -1.06 0.13
H -1.805842 0.684734 0.559401 -2.26 0.67 -0.29 0.06
H -0.572119 1.442985 2.129549 0.75 1.00 -0.05 0.08
H 0.096952 2.244532 0.545236 -0.20 -1.28 1.59 0.10
H 1.840617 1.828389 2.871487 -0.32 -2.09 -2.52 -0.03

Computed HOMO-LUMO gap (eV) in order:
8.4 9.3 4.9 9.8 9.4 9.2